Entry 1:
Below is a structure of composition C19H31N6S at a distorted geometry, with properties calculated with ωB97M-V/def2-TZVPD.

The geometry in XYZ format:
```
57
C19H31N6S (ωB97M-V/def2-TZVPD)
C -3.856 -3.129 -0.467
H -4.592 -2.447 -0.567
H -4.086 -3.980 -0.156
H -3.539 -3.340 -1.605
C -2.732 -2.740 0.118
H -1.982 -3.356 0.338
H -3.181 -2.539 1.466
C -2.301 -1.212 -0.426
H -3.154 -0.492 -0.377
H -1.956 -1.414 -1.357
C -1.150 -0.465 0.515
C -0.971 0.866 0.023
N 0.181 1.060 -0.674
N 0.015 2.647 -0.626
N -1.075 2.898 -0.215
N -1.717 1.798 0.560
C -2.828 1.773 1.253
C -4.115 1.570 0.463
C -4.304 2.216 -0.911
C -5.677 1.659 -1.192
C -6.283 0.763 -0.517
S -5.417 0.646 1.150
H -7.181 0.373 -0.458
H -6.142 1.928 -2.083
H -3.798 2.968 -1.643
H -2.723 1.282 2.048
H -2.890 2.786 1.555
H -1.336 -0.527 1.526
N -0.009 -1.549 0.469
H 1.543 0.460 -0.495
C 0.629 -1.639 -1.019
H 0.050 -1.171 -1.828
C 2.143 -1.366 -1.023
N 2.322 -0.284 -0.318
C 2.131 -0.468 1.158
C 1.123 -1.285 1.414
H 0.644 -1.330 2.180
H 1.551 -2.455 1.660
H 3.086 -0.680 1.617
H 1.745 0.662 1.723
C 3.677 0.473 -0.525
C 4.753 -0.081 0.004
H 5.443 -0.335 -1.069
H 4.665 -1.279 0.222
C 5.454 0.868 0.681
H 5.335 0.588 1.752
H 6.721 0.575 0.818
C 5.267 2.032 0.278
H 5.304 3.059 0.872
H 5.573 2.501 -0.604
C 3.688 2.025 -0.161
H 3.317 2.757 -0.873
H 3.252 2.121 0.694
H 3.630 0.519 -1.678
H 2.846 -2.272 -0.509
H 2.442 -1.169 -1.876
H 0.463 -2.867 -1.306
```

Summary:
* HOMO energy: -11.34 eV
* total charge: +1
* lowest unoccupied orbital energy: -2.3 eV
* molar mass: 375.6 g mol⁻¹
* gap between HOMO and LUMO: 9.1 eV


Entry 2:
Below is a structure of composition C25H23Br2N4O4STc at a distorted geometry, with properties calculated with ωB97M-V/def2-TZVPD.

The geometry in XYZ format:
```
60
C25H23Br2N4O4STc (ωB97M-V/def2-TZVPD)
Tc 0.582 1.048 -1.796
N 4.581 1.630 -1.931
C 3.293 1.951 -2.100
O 2.543 1.328 -2.883
C 2.699 3.087 -1.313
C 1.260 3.014 -1.725
H 4.977 0.851 -2.431
H 5.143 2.102 -1.246
H 3.144 4.038 -1.621
H 2.878 2.974 -0.244
H 1.156 3.288 -2.781
H 0.571 3.609 -1.136
C -1.763 -1.643 5.856
C -1.093 -0.880 4.737
C 0.218 -0.428 4.871
C 0.828 0.315 3.870
C 0.103 0.601 2.721
C -1.212 0.157 2.553
C -1.794 -0.584 3.563
S 0.841 1.554 1.463
O 0.005 2.671 1.150
O 2.224 1.733 1.805
N 0.733 0.538 0.152
C 1.709 -0.461 -0.040
C 2.316 -1.344 0.841
C 3.208 -2.245 0.296
C 3.483 -2.251 -1.078
C 2.843 -1.344 -1.880
N 1.967 -0.474 -1.348
H -1.035 -2.175 6.469
H -2.488 -2.362 5.470
H -2.302 -0.953 6.509
H 0.770 -0.656 5.778
H 1.849 0.676 3.972
H -1.760 0.399 1.645
H -2.814 -0.938 3.449
H 2.096 -1.313 1.902
H 3.706 -2.959 0.946
H 4.193 -2.947 -1.506
H 3.029 -1.265 -2.943
C -0.018 -2.684 -2.083
C -1.286 -1.884 -2.008
C -2.522 -2.559 -1.921
C -3.694 -1.865 -1.887
C -3.675 -0.458 -1.941
C -4.820 0.379 -1.935
Br -6.545 -0.370 -1.828
C -4.692 1.728 -2.002
C -3.409 2.316 -2.066
Br -3.243 4.181 -2.125
C -2.289 1.547 -2.061
O -1.035 2.063 -2.079
C -2.413 0.153 -2.011
N -1.228 -0.555 -2.045
H -0.233 -3.719 -2.345
H 0.498 -2.682 -1.118
H 0.651 -2.267 -2.831
H -2.523 -3.644 -1.900
H -4.642 -2.387 -1.832
H -5.569 2.363 -1.996
```

Summary:
* expectation value of S²: 0.886
* HOMO energy (spin up / spin down): -10.82 / -10.78 eV
* total charge: +1
* lowest unoccupied orbital energy (spin up / spin down): -4.2 / -4.0 eV
* multiplicity: 2
* molar mass: 733.4 g mol⁻¹
* gap between HOMO and LUMO (spin up / spin down): 6.6 / 6.8 eV


Entry 3:
Below is the ion C4H6N3 with charge +1 at a distorted geometry, with properties calculated with ωB97M-V/def2-TZVPD.

The geometry in XYZ format:
```
13
C4H6N3 (ωB97M-V/def2-TZVPD)
C 0.439 -0.077 -1.860
C -0.213 -0.427 -0.753
N -0.896 -1.550 -0.398
C -1.148 -1.479 0.875
N -0.622 -0.332 1.356
N -0.029 0.337 0.357
C 1.059 1.547 0.435
H 0.790 0.954 -1.946
H 0.456 -0.574 -2.794
H -1.535 -2.254 1.531
H -0.432 -0.294 2.326
H 0.966 2.161 1.371
H 1.165 1.988 -0.498
```

Summary:
* HOMO energy (spin up / spin down): -14.57 / -13.84 eV
* total charge: +1
* lowest unoccupied orbital energy (spin up / spin down): -6.2 / -5.8 eV
* SMILES: C=c1nc[nH][n+]1=C
* molar mass: 96.1 g mol⁻¹
* gap between HOMO and LUMO (spin up / spin down): 8.3 / 8.0 eV


Entry 4:
Below is a cluster of 10 separate species, C28H50N6O8 in total at a distorted geometry, with properties calculated with ωB97M-V/def2-TZVPD.

The geometry in XYZ format:
```
92
C28H50N6O8 (ωB97M-V/def2-TZVPD)
C -6.864 -1.445 3.038
C -6.180 -0.152 2.414
O -4.952 -0.711 1.750
C -4.381 0.115 0.877
C -3.268 -0.596 0.160
O -4.629 1.264 0.708
H -6.158 -1.933 3.721
H -7.256 -2.188 2.315
H -7.693 -1.090 3.702
H -6.697 0.457 1.629
H -5.891 0.547 3.197
H -2.536 0.186 -0.011
H -3.725 -1.091 -0.693
H -2.861 -1.464 0.760
C -3.631 -5.111 1.984
C -2.676 -3.977 1.619
O -2.797 -3.865 0.178
C -1.689 -3.905 -0.540
C -1.997 -3.580 -1.933
O -0.591 -4.163 -0.063
H -3.121 -6.041 1.719
H -4.649 -5.005 1.599
H -3.656 -5.165 3.053
H -3.066 -3.001 1.940
H -1.683 -4.069 2.000
H -2.111 -4.548 -2.484
H -1.240 -2.985 -2.398
H -2.926 -3.037 -2.011
C 6.952 0.471 -1.916
C 6.786 -1.019 -1.743
O 6.202 -1.568 -2.986
C 5.391 -2.656 -2.891
C 4.972 -3.012 -4.351
O 5.222 -3.243 -1.858
H 7.887 0.592 -2.459
H 7.010 1.004 -1.002
H 6.164 0.942 -2.517
H 7.658 -1.648 -1.471
H 6.128 -1.188 -0.862
H 3.974 -3.430 -4.444
H 5.790 -3.685 -4.782
H 4.995 -2.104 -4.936
C 2.310 -0.209 2.540
C 1.220 -0.523 1.608
O 1.653 -0.578 0.247
C 1.803 0.605 -0.402
C 2.745 0.453 -1.500
O 1.234 1.616 -0.042
H 2.314 0.856 2.779
H 3.293 -0.359 2.045
H 2.314 -0.755 3.510
H 0.942 -1.570 1.799
H 0.325 0.072 1.677
H 2.592 1.244 -2.196
H 2.590 -0.553 -1.981
H 3.774 0.468 -1.082
C -0.880 4.005 -0.977
C -1.180 4.912 0.126
N -1.368 5.590 1.040
H -0.460 4.450 -1.904
H -1.832 3.500 -1.285
H -0.237 3.234 -0.632
C 2.507 5.330 0.037
C 2.770 4.800 -1.323
N 3.001 4.429 -2.358
H 2.286 4.590 0.782
H 1.692 5.986 -0.139
H 3.420 5.865 0.324
C -1.634 2.145 1.933
C -2.190 1.165 2.838
N -2.414 0.495 3.757
H -2.365 2.597 1.248
H -0.898 1.697 1.241
H -1.020 2.897 2.483
C 2.468 -3.534 -0.747
C 1.642 -3.211 -1.970
N 1.040 -2.846 -2.856
H 2.557 -4.636 -0.645
H 2.007 -3.124 0.117
H 3.458 -3.101 -0.952
C -1.256 -0.837 -4.423
C -1.092 0.120 -3.297
N -0.762 0.864 -2.503
H -2.264 -0.601 -4.803
H -0.917 -1.894 -4.188
H -0.465 -0.607 -5.150
C -2.213 6.717 4.148
C -1.081 7.653 4.188
N -0.170 8.341 4.201
H -2.219 5.987 5.088
H -2.144 6.036 3.300
H -3.100 7.315 4.291
```

Summary:
* HOMO energy: -10.41 eV
* total charge: 0
* lowest unoccupied orbital energy: 0.5 eV
* SMILES: CCOC(C)=O.CCOC(C)=O.CCOC(C)=O.CCOC(C)=O.CC#N.CC#N.CC#N.CC#N.CC#N.CC#N
* molar mass: 598.7 g mol⁻¹
* gap between HOMO and LUMO: 10.9 eV


Entry 5:
Below is a structure of composition C3H6NO at a distorted geometry, with properties calculated with ωB97M-V/def2-TZVPD.

The geometry in XYZ format:
```
11
C3H6NO (ωB97M-V/def2-TZVPD)
C 1.070 0.388 -0.520
C -1.085 -0.656 -0.167
C 0.024 0.900 0.369
N 0.309 -0.554 0.320
O -1.254 0.748 -0.108
H 0.887 0.339 -1.589
H 2.107 0.510 -0.237
H -1.199 -1.081 -1.169
H -1.742 -1.160 0.551
H 0.128 1.782 1.598
H 0.754 -1.216 0.951
```

Summary:
* HOMO energy: -15.84 eV
* total charge: +1
* lowest unoccupied orbital energy: -3.8 eV
* molar mass: 72.1 g mol⁻¹
* gap between HOMO and LUMO: 12.1 eV


Entry 6:
Below is a structure of composition C19H20MnN4O3S2, with properties calculated with ωB97M-V/def2-TZVPD.

The geometry in XYZ format:
```
49
C19H20MnN4O3S2 (ωB97M-V/def2-TZVPD)
Mn 0.362 -0.752 0.392
C -0.496 1.271 -1.929
C 0.375 0.363 -2.790
C 1.790 0.310 -2.293
C 2.866 0.526 -3.140
C 4.152 0.476 -2.632
C 4.331 0.208 -1.286
C 3.211 -0.002 -0.508
N 1.962 0.055 -0.989
N -1.070 0.588 -0.745
C -2.221 -0.241 -1.139
C -2.680 -1.102 0.012
C -3.943 -1.659 0.053
C -4.270 -2.477 1.123
C -3.327 -2.703 2.113
C -2.087 -2.107 1.993
N -1.771 -1.308 0.967
C -1.498 1.595 0.244
C -0.393 1.966 1.191
C -0.305 3.221 1.769
C 0.691 3.466 2.698
C 1.581 2.455 3.026
C 1.442 1.232 2.403
N 0.475 0.995 1.505
H -1.315 1.699 -2.518
H 0.101 2.110 -1.566
H 0.372 0.728 -3.816
H -0.036 -0.649 -2.828
H 2.688 0.726 -4.188
H 5.002 0.639 -3.281
H 5.314 0.147 -0.842
H 3.308 -0.258 0.539
H -1.922 -0.878 -1.972
H -3.049 0.385 -1.495
H -4.651 -1.463 -0.741
H -5.248 -2.935 1.180
H -3.539 -3.339 2.960
H -1.304 -2.279 2.720
H -2.316 1.186 0.838
H -1.886 2.489 -0.254
H -1.015 3.988 1.492
H 0.778 4.440 3.161
H 2.372 2.601 3.747
H 2.116 0.415 2.621
O 0.418 -2.323 -0.592
S 1.010 -3.435 0.359
O -0.044 -4.292 0.796
O 2.182 -3.985 -0.231
S 1.487 -2.094 1.874
```

Summary:
* expectation value of S²: 6.109
* HOMO energy (spin up / spin down): -11.89 / -12.12 eV
* total charge: +1
* lowest unoccupied orbital energy (spin up / spin down): -4.2 / -3.4 eV
* multiplicity: 5
* molar mass: 471.5 g mol⁻¹
* gap between HOMO and LUMO (spin up / spin down): 7.7 / 8.7 eV


Relative energy (zero: lowest compared OMol25 entry of this formula, charge and spin) readings, ordered: 500.66, 37.59, 105.19, 0.00, 78.68, 0.00 kcal/mol